# 1
ORCA calculation (ωB97M-V/def2-TZVPD) on C22H17IrN4S as an isolated structure.

## Properties
**E_HOMO (alpha / beta)**: -0.25436 / -0.25324 Ha
**Charge**: 0
**DFT total energy**: -1570.03166 hartree

Last column: Mulliken charge in e.
Atoms and positions in Å:
Ir (0.33, 2.17, -1.65)  0.341
N (2.91, 5.50, -2.57)  -0.384
C (2.13, 4.40, -2.51)  0.607
S (1.04, 4.26, -1.14)  -0.504
N (2.21, 3.56, -3.51)  -1.245
N (1.35, 2.51, -3.35)  0.562
C (1.34, 1.58, -4.25)  -0.388
C (0.40, 0.52, -4.01)  0.528
C (0.23, -0.58, -4.85)  -0.782
C (-0.73, -1.52, -4.55)  -0.231
C (-1.54, -1.33, -3.43)  -0.687
C (-1.31, -0.23, -2.63)  -0.328
N (-0.35, 0.66, -2.88)  -0.253
H (3.00, 6.07, -1.75)  0.206
H (3.61, 5.55, -3.29)  0.253
H (1.96, 1.65, -5.14)  0.411
H (0.87, -0.68, -5.72)  0.377
H (-0.86, -2.39, -5.18)  0.419
H (-2.32, -2.03, -3.17)  0.380
H (-1.89, -0.04, -1.74)  0.637
C (-0.16, 1.34, -0.06)  -2.352
C (-0.36, 0.52, 0.89)  2.144
C (-0.46, -0.38, 1.87)  0.072
C (0.75, -0.67, 2.68)  0.497
C (0.96, -1.93, 3.25)  -0.125
C (2.13, -2.20, 3.94)  -0.722
C (3.10, -1.22, 4.09)  -0.434
C (2.90, 0.03, 3.51)  -0.592
C (1.74, 0.30, 2.81)  -0.644
C (-1.73, -1.10, 2.11)  0.200
C (-2.07, -1.54, 3.39)  -0.210
C (-3.28, -2.18, 3.62)  -0.732
C (-4.18, -2.38, 2.58)  -0.454
C (-3.85, -1.93, 1.31)  -0.550
C (-2.65, -1.29, 1.08)  -0.155
H (0.23, -2.72, 3.11)  0.531
H (2.29, -3.18, 4.37)  0.388
H (4.01, -1.43, 4.64)  0.378
H (3.66, 0.80, 3.61)  0.387
H (1.59, 1.27, 2.36)  0.400
H (-1.40, -1.36, 4.22)  0.573
H (-3.53, -2.50, 4.62)  0.385
H (-5.12, -2.88, 2.76)  0.380
H (-4.55, -2.06, 0.49)  0.394
H (-2.41, -0.91, 0.09)  0.322


# 2
ORCA calculation (ωB97M-V/def2-TZVPD) on C9H19Br15OSi2 as an isolated structure.

## Properties
**E_HOMO**: -0.35548 Ha
**Charge**: 0
**DFT total energy**: -39618.69386 hartree

Last column: Mulliken charge in e.
Atoms and positions in Å:
C (0.76, -0.45, 1.01)  -0.837
C (0.74, 1.07, 1.22)  -0.488
C (-0.17, 1.84, 0.24)  -0.301
C (-0.62, 3.17, 0.93)  -0.722
Si (-2.22, 2.94, 1.88)  0.435
O (-3.52, 2.78, 0.82)  -0.163
Si (-4.17, 1.23, 0.75)  0.384
H (1.37, -0.89, 1.80)  0.230
H (-0.23, -0.92, 1.08)  0.321
H (1.21, -0.75, 0.06)  0.049
H (0.53, 1.32, 2.26)  0.399
H (1.77, 1.42, 1.03)  0.269
H (-1.01, 1.24, -0.11)  0.258
H (0.48, 2.16, -0.59)  0.184
H (0.21, 3.47, 1.57)  0.421
H (-0.74, 3.98, 0.20)  0.248
H (-2.53, 4.08, 2.76)  -0.207
H (-2.06, 1.73, 2.73)  -0.122
H (-3.13, 0.38, 0.13)  -0.107
H (-5.38, 1.21, -0.14)  -0.011
H (-4.55, 0.73, 2.09)  -0.136
C (-5.54, -0.73, -3.25)  -0.456
Br (-5.91, -2.60, -2.94)  -0.045
Br (-6.89, 0.10, -4.34)  -0.050
Br (-5.28, 0.26, -1.54)  0.163
H (-4.61, -0.68, -3.81)  0.339
C (3.52, -3.74, 1.57)  -0.365
Br (2.24, -4.35, 2.87)  -0.014
Br (2.74, -3.61, -0.19)  0.078
Br (4.36, -2.08, 2.11)  -0.056
H (4.30, -4.48, 1.52)  0.393
C (2.77, -7.88, 0.50)  -0.160
Br (3.23, -9.35, -0.66)  -0.027
Br (0.88, -7.50, 0.45)  0.008
Br (3.40, -8.16, 2.30)  -0.016
H (3.27, -7.00, 0.11)  0.174
C (3.09, -1.02, -3.32)  -0.388
Br (4.66, -2.12, -3.14)  -0.006
Br (1.47, -2.06, -3.23)  -0.062
Br (3.08, 0.41, -2.03)  0.032
H (3.13, -0.57, -4.30)  0.376
C (1.12, 7.18, -0.14)  -0.337
Br (1.70, 5.69, -1.21)  -0.003
Br (-0.78, 7.43, -0.24)  -0.006
Br (1.72, 7.01, 1.69)  -0.007
H (1.59, 8.07, -0.54)  0.334